[1]
The following is a DFT calculation (ωB97M-V/def2-TZVPD) of a cluster of 2 separate species, Cl3O3PS in total.

**Calculated total energy**: -2345.93618 a.u.
**E_LUMO**: -0.549 eV
**HOMO-LUMO gap**: 10.92 eV
**F_max**: 2.6 eV Å⁻¹
**Energy above the lowest of the compared OMol25 structures with the same formula, charge and spin**: 0.0 kcal/mol
**HOMO**: -11.4665 eV
**Total charge**: 0

Cartesian coordinates (Å):
1 O 0.215 -0.075 0.654
2 O -3.677 0.669 0.256
3 O -2.314 -0.619 -1.290
4 P 1.602 0.064 0.235
5 S -2.753 -0.439 0.042
6 Cl 1.819 1.156 -1.334
7 Cl 2.650 0.905 1.609
8 Cl 2.459 -1.662 -0.172

Atomic forces in eV per Å
O -0.321 -0.158 -0.051
O 1.083 -1.340 0.110
O 0.564 -0.453 -1.100
P -1.873 -0.986 0.460
S -1.552 1.786 0.970
Cl 0.357 0.871 -1.446
Cl 1.314 0.707 1.205
Cl 0.429 -0.428 -0.149

Results of the Mulliken charge analysis, in e, for atoms 1 through 4:
1. O -0.45
2. O -0.42
3. O -0.36
4. P 0.88

---

[2]
The following is a DFT calculation (ωB97M-V/def2-TZVPD) of a cluster of 2 separate species, Cl4H4Si3 in total.

**Calculated total energy**: -2711.73245 a.u.
**E_LUMO**: -1.251 eV
**HOMO-LUMO gap**: 7.33 eV
**F_max**: 2.4 eV Å⁻¹
**Energy above the lowest of the compared OMol25 structures with the same formula, charge and spin**: 48.4 kcal/mol
**HOMO**: -8.5772 eV
**Total charge**: 0

Cartesian coordinates (Å):
1 Si 1.457 -0.828 2.679
2 Si -1.207 1.276 -2.390
3 Si -0.467 -0.844 -1.815
4 Cl 0.191 1.539 -3.954
5 Cl -0.183 -1.401 1.680
6 Cl -1.947 -2.198 -1.889
7 Cl -0.609 2.416 -0.771
8 H 2.558 0.162 2.189
9 H 0.852 0.079 3.704
10 H 1.929 -2.191 3.220
11 H -2.574 1.990 -2.653

Atomic forces in eV per Å
Si 1.344 0.741 1.835
Si -1.368 1.573 -0.507
Si 1.721 -0.134 0.365
Cl -0.582 0.005 0.408
Cl -0.849 -0.147 -1.264
Cl -1.145 -0.586 -0.132
Cl 0.280 -0.063 0.128
H -0.867 -1.287 -0.352
H 0.229 -0.499 0.088
H 0.086 1.208 -0.332
H 1.150 -0.811 -0.236

Results of the Mulliken charge analysis, in e, for atoms 1 through 4:
1. Si 0.40
2. Si 0.50
3. Si 0.26
4. Cl -0.25

---

[3]
The following is a DFT calculation (ωB97M-V/def2-TZVPD) of the molecule Cl4H6Si4.

**Calculated total energy**: -3002.45492 a.u.
**E_LUMO**: -0.592 eV
**SMILES**: Cl[SiH2][Si@@H](Cl)[Si@@H](Cl)[SiH2]Cl
**HOMO-LUMO gap**: 9.13 eV
**F_max**: 4.4 eV Å⁻¹
**Energy above the lowest of the compared OMol25 structures with the same formula, charge and spin**: 0.0 kcal/mol
**HOMO**: -9.7216 eV
**Total charge**: 0

Cartesian coordinates (Å):
1 Cl 3.506 0.485 1.746
2 Si 2.976 0.243 -0.187
3 Si 0.823 -0.741 -0.395
4 Cl 0.987 -2.646 0.216
5 Si -0.889 0.241 0.720
6 Cl -0.498 2.229 0.162
7 Si -3.065 -0.380 0.102
8 Cl -4.400 1.167 0.402
9 H 4.114 -0.239 -0.739
10 H 2.712 1.622 -0.985
11 H 0.789 -0.611 -1.923
12 H -0.439 0.380 2.058
13 H -3.899 -1.521 0.235
14 H -2.716 -0.232 -1.411

Atomic forces in eV per Å
Cl 0.101 0.282 0.986
Si -3.240 2.938 -0.301
Si 1.468 0.734 -1.761
Cl -0.086 -1.484 0.310
Si -0.042 0.948 -0.231
Cl -0.505 -0.201 -0.284
Si 0.422 1.746 -2.275
Cl 0.151 0.111 0.299
H 2.124 -1.551 -1.461
H 0.348 -1.338 1.077
H -0.421 -0.269 0.755
H 0.028 -0.405 1.347
H -0.054 -1.190 0.528
H -0.293 -0.321 1.012

Results of the Mulliken charge analysis, in e, for atoms 1 through 4:
1. Cl -0.23
2. Si 0.48
3. Si 0.32
4. Cl -0.25